<A>
8
Properties=species:S:1:pos:R:3 method="wB97M-V/def2-TZVPD" homo_energy_ev="-8.8 / -10.4" charge=0 spin_multiplicity=1 orbital_gap_ev="8.4 / 9.6"
C 0.7056 0.3040 -0.3891
C -0.2498 -0.5472 0.2578
F 1.9930 -0.1284 -0.7164
F -0.9990 -1.3522 -0.4627
I 0.0086 -1.1362 2.2615
H 0.8078 1.1432 0.1518
H 0.3101 0.7316 -1.2845
H -2.5762 0.9853 0.1816

***

<B>
8
Properties=species:S:1:pos:R:3 method="wB97M-V/def2-TZVPD" homo_energy_ev="-9.2 / -9.2" charge=0 spin_multiplicity=1 orbital_gap_ev="7.8 / 7.8"
C -0.7576 0.4398 -0.0424
C 0.3261 -0.5533 -0.1447
F 0.4133 -1.2629 -1.2740
F 0.4508 -1.4165 0.9027
I 2.6359 0.8579 0.3390
H -1.5363 -0.1686 0.3958
H -0.4717 1.2362 0.7813
H -1.0605 0.8674 -0.9577

***

<B> (0.1462 hartree below the next structure)

***

<A>
15
Properties=species:S:1:pos:R:3 method="wB97M-V/def2-TZVPD" homo_energy_ev=-8.4 charge=0 smiles=CCSC.O spin_multiplicity=1 orbital_gap_ev=9.3
C -0.7839 1.5027 -0.2528
C -0.6935 1.8662 -1.7289
S 0.7395 1.2230 -2.6326
C 1.1131 -0.2795 -1.7251
H 0.2044 1.6046 0.2223
H -1.4050 2.2418 0.2683
H -1.1706 0.4943 -0.1147
H -1.5839 1.4971 -2.2319
H -0.7141 2.9458 -1.7717
H 0.3682 -1.0590 -1.7689
H 1.3233 -0.0518 -0.6847
H 2.0419 -0.6840 -2.1205
H 0.1256 -3.0173 5.0847
H -0.1404 -4.4431 4.5997
O 0.5754 -3.8410 4.8567

***

<B>
15
Properties=species:S:1:pos:R:3 method="wB97M-V/def2-TZVPD" homo_energy_ev=-7.1 charge=0 spin_multiplicity=1 orbital_gap_ev=6.7
C -0.8774 1.1928 1.3056
C -0.4632 -0.0063 1.7618
S 0.0641 -0.1109 -1.2115
C -0.5624 -1.0456 -2.6459
H -1.1994 0.0339 0.6380
H -1.8047 1.6396 1.6535
H -0.3241 1.7728 0.5787
H 0.4677 -0.4886 1.5968
H -0.9882 -0.4321 2.6142
H 0.2683 -1.3314 -3.2823
H -1.2869 -0.4665 -3.2157
H -1.0785 -1.9254 -2.2675
H 3.3746 0.2988 0.8940
H 1.9220 0.3059 0.4201
O 2.4884 0.5631 1.1601

***

<C>
15
Properties=species:S:1:pos:R:3 method="wB97M-V/def2-TZVPD" homo_energy_ev=-7.0 charge=0 spin_multiplicity=1 orbital_gap_ev=5.0
C -1.1380 -0.1578 -0.9072
C -0.7524 -0.7019 0.5548
C -1.6383 0.3370 0.8384
S 1.4952 1.3793 -1.3217
H -1.0329 0.8891 -1.2081
H -0.3056 -0.6683 -1.4430
H -2.1081 -0.4649 -1.3134
H -1.0828 -1.7395 0.5637
H 0.3432 -0.7007 0.6716
H -2.4181 0.2648 1.5961
H -1.2464 1.3464 0.8663
H 2.3633 2.0643 -0.6124
H 2.1933 -0.1176 0.0207
H 3.0512 -0.7930 1.1179
O 2.2763 -0.9373 0.5764

***

<A> (0.1419 hartree below the next structure)

***

<A>
18
Properties=species:S:1:pos:R:3 method="wB97M-V/def2-TZVPD" homo_energy_ev=-14.1 charge=+1 smiles="CN(C)[NH2+]/N=C/N" spin_multiplicity=1 orbital_gap_ev=11.1
C 1.7083 -0.8677 -1.1123
C -0.9189 1.8261 0.6049
C -1.5075 -0.6455 0.3625
N 1.4654 -0.8960 0.1474
N 2.4363 -1.7472 -1.7136
N -0.5727 0.4570 0.1369
N 0.7458 0.2042 0.7138
H 1.1050 -0.1084 -1.8533
H -0.3766 2.5346 0.1685
H -1.8609 1.9539 0.3378
H -0.9507 1.8842 1.7731
H -1.5204 -1.3931 -0.5486
H -1.4929 -1.1467 1.3041
H -2.3976 -0.0661 0.2768
H 2.4295 -1.8416 -2.7434
H 2.9877 -2.4011 -1.1357
H 0.8144 -0.1364 1.7375
H 1.1969 1.1886 0.6999

***

<B>
18
Properties=species:S:1:pos:R:3 method="wB97M-V/def2-TZVPD" homo_energy_ev=-12.7 charge=+1 spin_multiplicity=1 orbital_gap_ev=9.5
N -0.3785 2.1667 0.5008
C 0.9136 2.2333 0.0226
N 1.7790 1.3195 0.2216
H -0.5325 1.7173 1.3873
H -0.9406 2.9832 0.3495
H 1.0882 3.1467 -0.5528
H 2.5422 1.5095 -0.4085
C -0.8014 -1.7853 -0.6740
C -0.3812 -1.2020 0.4497
N -0.1615 -1.8439 1.6186
N -0.7888 -0.9921 -1.9189
H -1.0988 -2.8111 -0.8077
H -0.1414 -0.1503 0.5074
H -0.0393 -1.2787 2.4375
H -0.1573 -2.8419 1.7158
H -1.7024 -0.9567 -2.3728
H -0.0974 -1.3328 -2.5880
H -0.5393 -0.0181 -1.7117

***

<B> (0.1025 hartree below the next structure)

***

<A>
10
Properties=species:S:1:pos:R:3 method="wB97M-V/def2-TZVPD" homo_energy_ev=-10.0 charge=0 smiles=NO.C spin_multiplicity=1 orbital_gap_ev=10.9
C 0.4249 -2.1284 -0.5450
H 1.3371 -2.3927 -1.1239
H -0.4151 -2.6846 -0.9604
H 0.2524 -1.0498 -0.6028
H 0.5794 -2.4096 0.5159
H -0.2319 0.8241 0.4618
H -0.7917 2.8049 -0.3226
H -1.1344 2.7118 1.2813
N -0.3677 2.7577 0.6032
O 0.3470 1.5667 0.6924

***

<B>
10
Properties=species:S:1:pos:R:3 method="wB97M-V/def2-TZVPD" homo_energy_ev=-10.2 charge=0 smiles=CN.O spin_multiplicity=1 orbital_gap_ev=11.1
C -1.2274 -0.4588 1.1627
H 2.1253 1.5494 -0.4233
H 0.8002 0.6656 -0.6969
H -0.2070 -1.5325 -0.2029
H -1.2559 -0.4835 -0.8700
H -1.3916 0.6154 1.2328
H -2.1868 -1.0510 1.2901
H -0.6167 -0.8069 1.9868
N -0.5207 -0.5657 -0.1460
O 1.7178 0.9696 -1.0339

***

<C>
10
Properties=species:S:1:pos:R:3 method="wB97M-V/def2-TZVPD" homo_energy_ev=-9.1 charge=0 spin_multiplicity=1 orbital_gap_ev=9.6
C 0.8432 -0.9288 -0.2940
H -2.9623 1.3868 0.8498
H -1.2750 0.1846 0.3765
H 0.9002 0.5660 0.9104
H 0.7971 1.0917 -0.7531
H 0.4043 -1.5304 -1.1726
H 1.9762 -1.0148 -0.5116
H 0.5069 -1.6509 0.4423
N 0.5137 0.3823 -0.0905
O -1.7043 1.5133 0.2430

***

<B> (0.0612 hartree below the next structure)

***

<A>
9
Properties=species:S:1:pos:R:3 method="wB97M-V/def2-TZVPD" homo_energy_ev=-2.5 charge=-1 spin_multiplicity=1 orbital_gap_ev=6.5
C -0.8222 -0.2514 1.3870
N 0.1608 -0.3544 -1.3145
N 0.9759 -0.4791 -0.1385
O -0.3167 -0.0611 2.4042
O -1.7561 -0.4299 0.6577
S 1.7798 0.9494 -0.1489
H -0.7324 0.0692 -0.9980
H 0.0142 -1.2289 -1.8064
H 0.6968 1.7862 -0.0426

***

<B>
9
Properties=species:S:1:pos:R:3 method="wB97M-V/def2-TZVPD" homo_energy_ev=-3.3 charge=-1 spin_multiplicity=1 orbital_gap_ev=7.5
C 0.2962 -0.4507 -0.0332
N 1.2450 0.1363 -0.8524
N 1.0763 0.6612 0.4640
O -2.3630 -1.1175 0.2479
O -1.8480 1.2175 0.4150
S -1.7010 0.0276 -0.4345
H 0.5862 -1.4969 0.4705
H 2.1395 -0.5517 -0.7485
H 0.5688 1.5742 0.4713

***

<A> (0.0382 hartree below the next structure)

***

<A>
5
Properties=species:S:1:pos:R:3 method="wB97M-V/def2-TZVPD" homo_energy_ev=-9.3 charge=0 spin_multiplicity=1 orbital_gap_ev=8.2
C 0.7580 -0.4382 0.4880
O -1.7862 1.4037 -0.4141
P -0.3690 1.1652 -0.5684
S 0.2927 -1.0774 -0.9429
H 1.1045 -1.0533 1.4374

***

<B>
5
Properties=species:S:1:pos:R:3 method="wB97M-V/def2-TZVPD" homo_energy_ev=-8.7 charge=0 smiles="O=CP=S" spin_multiplicity=1 orbital_gap_ev=6.7
C 0.4862 0.4865 0.7560
O 0.1716 1.6341 0.4749
P 2.2704 -0.6762 0.7231
S 3.3581 0.1179 -0.6147
H -0.4091 -0.0932 1.2423

***

<B> (0.0138 hartree below the next structure)